Here is a structure of composition C13H34N3PdSb from OMol25. Energies are from ωB97M-V with the def2-TZVPD basis set.

## Properties
Max |F|, eV Å⁻¹: 0.97
Total charge: 0
E, eV: -28518.066

Geometry (Å):
Pd  -0.10570  1.18124  -0.77883
N  0.83917  3.44278  -1.21526
C  0.04585  4.51145  -0.62791
C  -0.30847  4.13896  0.82021
N  -1.02591  2.88171  0.89457
C  -2.47207  2.93446  0.78677
C  -2.98044  2.69485  -0.64924
N  -2.49247  1.42118  -1.15273
H  0.99148  3.59720  -2.20693
H  1.73904  3.37838  -0.74295
H  0.57360  5.48284  -0.61586
H  -0.86548  4.63121  -1.21716
H  0.63086  4.02700  1.37193
H  -0.87759  4.96624  1.27695
H  -0.74898  2.37354  1.72740
H  -2.89514  2.14673  1.42191
H  -2.86409  3.90598  1.13200
H  -4.08449  2.74515  -0.62334
H  -2.61357  3.47877  -1.31478
H  -2.89714  0.65214  -0.62403
H  -2.70662  1.30438  -2.13759
C  2.22849  -3.77479  0.94248
C  2.29909  -2.30561  1.29839
C  3.68410  -1.75569  1.01136
Sb  0.79617  -0.92632  0.37736
C  -1.18075  -1.69454  1.08355
C  -1.52633  -1.05050  2.41874
C  -1.34453  -3.20056  1.15217
C  0.58402  -1.50372  -1.78636
C  0.87510  -2.94482  -2.15490
C  1.43124  -0.52076  -2.59450
H  2.94180  -4.33020  1.55554
H  2.49602  -3.94000  -0.09650
H  1.24313  -4.19197  1.11734
H  2.08402  -2.18901  2.36364
H  3.92637  -1.86887  -0.04400
H  4.43581  -2.29725  1.58720
H  3.75341  -0.69985  1.27208
H  -1.85839  -1.29270  0.32005
H  -0.88711  -1.43706  3.21231
H  -2.56298  -1.25893  2.69006
H  -1.39793  0.03168  2.36765
H  -0.72011  -3.61878  1.94011
H  -1.08432  -3.67188  0.20617
H  -2.38195  -3.45555  1.37951
H  -0.47530  -1.27683  -1.98127
H  1.93544  -3.16499  -2.04291
H  0.60688  -3.12882  -3.19756
H  0.30552  -3.63595  -1.53510
H  2.49172  -0.61824  -2.35030
H  1.10795  0.52334  -2.37123
H  1.31158  -0.69701  -3.66620

---

Here is the ion C35H50N11O8 with charge +1 at a distorted geometry from OMol25. Energies are from ωB97M-V with the def2-TZVPD basis set.

## Properties
Max |F|, eV Å⁻¹: 1.28
Total charge: +1
E, eV: -69872.535

Geometry (Å):
C  0.34310  6.73275  2.82628
C  0.45685  5.55004  2.68292
C  0.63677  4.12547  2.45381
H  1.34341  3.72771  3.19848
O  1.08656  3.82282  1.13800
C  2.37963  4.32417  0.84512
C  2.55093  4.38645  -0.66500
H  3.47204  4.93400  -0.90470
H  1.69768  4.91928  -1.10473
O  2.61842  3.07221  -1.18174
C  2.61412  3.05172  -2.59770
H  1.62928  3.36319  -2.96744
C  2.95079  1.64637  -3.07291
O  1.94580  0.74037  -2.64637
C  2.33358  -0.62309  -2.75707
H  2.73213  -0.82659  -3.75679
H  1.41977  -1.20310  -2.61326
C  3.35673  -1.02557  -1.67752
N  2.91161  -0.54565  -0.39204
C  2.06076  -1.28225  0.35782
N  2.14391  -2.59638  0.26955
C  1.26028  -3.27515  1.00778
N  1.28381  -4.62379  0.92943
C  0.09780  -5.38309  1.25972
H  0.37060  -6.23323  1.89005
H  -0.56967  -4.72522  1.81611
C  -0.54707  -5.87399  -0.06484
N  -0.07027  -5.02163  -1.13656
C  -0.54144  -3.79547  -1.42639
O  0.06182  -3.01041  -2.14034
C  -1.94052  -3.43097  -0.90086
N  -1.94924  -2.04249  -0.53061
C  -1.45327  -0.97317  -1.18371
C  -1.59573  0.06379  -0.28350
N  -2.18586  -0.43140  0.82505
N  -2.38938  -1.68234  0.66698
C  -1.11979  1.47336  -0.34603
N  0.36855  1.47160  -0.27574
H  0.71539  2.38806  0.05879
H  0.71483  0.67808  0.40852
H  -1.49154  1.97679  0.54964
C  -1.60991  2.19523  -1.60132
C  -1.23814  3.65547  -1.64410
C  -1.45397  4.49454  -0.55877
C  -1.11646  5.83302  -0.61463
C  -0.56102  6.36629  -1.77283
C  -0.37137  5.54075  -2.87865
C  -0.70984  4.20397  -2.80732
H  -0.58232  3.58016  -3.68099
H  0.03605  5.96823  -3.78056
O  -0.19037  7.66415  -1.87289
H  -0.43174  8.14848  -1.07398
H  -1.28657  6.46712  0.24418
H  -1.90904  4.11521  0.34309
H  -2.69930  2.10338  -1.63505
H  -1.21005  1.68974  -2.48290
H  -1.04968  -1.02806  -2.16998
C  -2.98644  -3.74472  -1.98155
H  -2.87328  -3.04132  -2.80790
C  -4.40501  -3.67744  -1.42128
C  -4.69220  -4.81341  -0.46563
O  -3.87112  -5.58888  -0.04528
O  -5.97463  -4.85947  -0.13110
H  -6.15682  -5.58591  0.48710
H  -5.14141  -3.72125  -2.22463
H  -4.57012  -2.74397  -0.87735
H  -2.79604  -4.75004  -2.36067
H  -2.18888  -3.96471  0.01618
C  1.33176  -5.27787  -1.42211
H  1.68275  -4.49015  -2.08856
C  2.10377  -5.25556  -0.07785
H  2.32377  -6.26865  0.26512
H  3.03101  -4.69395  -0.17284
H  1.42833  -6.24505  -1.91955
H  -1.63339  -5.89576  -0.00677
H  -0.20885  -6.88603  -0.29842
N  0.40705  -2.71580  1.86165
C  0.45974  -1.38951  1.96423
N  1.21417  -0.60521  1.15554
N  -0.27851  -0.80991  2.91061
C  -0.27493  0.60714  3.17823
H  0.53782  1.07634  2.62602
H  -1.24314  1.02255  2.87435
C  -0.07891  0.82363  4.68702
O  -1.05643  0.14619  5.43070
C  -1.00349  -1.24203  5.18857
H  -1.78909  -1.68856  5.79824
C  -1.23126  -1.55295  3.70736
H  -1.09492  -2.61299  3.50628
H  -2.23950  -1.24652  3.40951
H  -0.02663  -1.63892  5.50388
H  -0.17928  1.88100  4.93972
H  0.92562  0.47456  4.97471
H  0.79550  1.28427  -1.20148
H  2.82101  0.45835  -0.31846
H  3.41969  -2.11134  -1.63002
H  4.34773  -0.61718  -1.88489
H  3.92249  1.36234  -2.65739
H  3.01799  1.63781  -4.16854
H  3.37049  3.74321  -2.99038
H  3.14221  3.66758  1.28586
H  2.49220  5.33346  1.25496
H  -0.32372  3.61346  2.56223
H  0.22345  7.76225  2.99307

---

Here is an isolated molecule of C14H14 at a distorted geometry from OMol25. Energies are from ωB97M-V with the def2-TZVPD basis set.

## Properties
SMILES: C/C1=C/C=C\C=C/Cc2ccccc21
Max |F|, eV Å⁻¹: 4.56
Total charge: 0
E, eV: -14741.356

Geometry (Å):
C  -0.14835  -1.38158  -2.83185
C  -0.01780  -0.98951  -1.36883
C  0.74805  -1.62873  -0.49452
C  0.76204  -1.66014  0.94186
C  1.33584  -1.08865  2.02380
C  2.20022  0.19114  2.30590
C  2.04933  1.30912  1.61478
C  1.25787  1.42341  0.33768
C  -0.22243  1.00961  0.29032
C  -1.19153  1.74077  1.03079
C  -2.49046  1.72169  0.80831
C  -3.05426  0.91450  -0.19272
C  -2.18053  0.04613  -0.85985
C  -0.78110  0.08740  -0.71603
H  -0.19617  -2.47940  -2.92236
H  0.85226  -1.04972  -3.24835
H  -0.91062  -0.72399  -3.11599
H  1.44758  -2.29693  -0.95764
H  0.14970  -2.53068  1.30103
H  1.03258  -1.60006  3.03049
H  2.91570  0.20827  3.23102
H  2.65009  2.03113  1.93048
H  1.63096  0.78863  -0.43330
H  1.27731  2.43101  0.04074
H  -0.83867  2.41307  1.81769
H  -3.16257  2.44744  1.33003
H  -4.09029  0.93799  -0.40164
H  -2.50010  -0.51059  -1.66225

---

Here is a structure of composition C22H23N2O4Se2SnTe from OMol25. Energies are from ωB97M-V with the def2-TZVPD basis set.

## Properties
Max |F|, eV Å⁻¹: 0.58
Total charge: -1
E, eV: -178176.757

Geometry (Å):
Sn  0.87415  -1.76157  -0.50981
C  5.14148  -2.41781  -0.33176
O  4.17284  -1.40598  -0.13787
C  4.35607  -0.22168  -0.76482
C  5.44179  0.06754  -1.58330
C  5.54529  1.31843  -2.18731
C  4.57053  2.27836  -1.98239
C  3.48123  1.98489  -1.16918
C  3.36190  0.74827  -0.55414
N  2.21216  0.38686  0.20256
N  1.75036  1.32959  0.87767
C  0.64176  1.07892  1.65827
C  0.28121  -0.22051  2.09946
O  0.85325  -1.31440  1.73137
C  -0.77208  -0.30777  3.08825
C  -1.47074  0.77604  3.49332
C  -1.15444  2.08899  3.01773
C  -1.89589  3.21806  3.42198
C  -1.57253  4.47364  2.97513
C  -0.48023  4.63133  2.10272
C  0.24661  3.54585  1.68510
C  -0.07178  2.24027  2.12778
H  6.13211  -2.08613  -0.00958
H  5.18622  -2.73162  -1.37764
H  4.82197  -3.25747  0.27780
H  6.20889  -0.67281  -1.75700
H  6.39197  1.52800  -2.82946
H  4.64306  3.24466  -2.46663
H  2.68823  2.70566  -1.00960
H  -1.00289  -1.30410  3.44635
H  -2.28941  0.66350  4.19842
H  -2.73550  3.07247  4.09424
H  -2.15334  5.33375  3.28589
H  -0.21744  5.62245  1.75001
H  1.07609  3.66848  1.00233
O  -3.62332  -3.03836  -3.14855
C  -2.79150  -1.98571  -2.62470
C  -3.29030  -1.60079  -1.23053
C  -4.78056  -1.20264  -1.27745
O  -5.70094  -2.26737  -1.47317
C  -2.55640  -0.34894  -0.70062
Se  -0.81281  0.15577  -1.46649
C  -3.15407  -2.80641  -0.29151
Se  -1.38082  -3.18402  0.47735
H  -3.11993  -3.52487  -3.80587
H  -2.81456  -1.11596  -3.28615
H  -1.76006  -2.32756  -2.55222
H  -4.90019  -0.43281  -2.05224
H  -5.04483  -0.74608  -0.32021
H  -5.34817  -2.80795  -2.19224
H  -2.42293  -0.43448  0.37786
H  -3.17767  0.53139  -0.87530
H  -3.43560  -3.72249  -0.79887
H  -3.80119  -2.68569  0.57787
Te  -0.34705  -4.75919  -1.20285

---

Here is a structure of composition C27H50IrN3O3P3 from OMol25. Energies are from ωB97M-V with the def2-TZVPD basis set.

## Properties
Max |F|, eV Å⁻¹: 0.71
Total charge: +3
Multiplicity: 5
E, eV: -70107.592

Geometry (Å):
Ir  -0.87583  -0.50554  -0.02559
C  0.83939  -0.89516  4.53069
C  -0.13470  -0.57786  3.39418
C  -0.44491  0.91630  3.32630
P  0.43894  -1.22521  1.77938
C  0.77671  -3.00765  2.01259
C  1.32179  -3.63347  0.73246
C  -0.49503  -3.71480  2.47942
C  1.97754  -0.42580  1.27396
C  3.22597  -0.83902  1.72298
C  4.40347  -0.23990  1.27660
C  5.74030  -0.68430  1.78402
C  4.29910  0.78773  0.33219
C  3.07583  1.22531  -0.12293
C  1.89273  0.64536  0.35821
N  0.65114  1.07425  -0.09486
C  0.43818  2.39926  -0.42331
C  -0.42027  2.68775  -1.52897
C  -0.86662  1.60366  -2.46235
C  -0.74576  3.99116  -1.82246
C  -0.26391  5.06018  -1.06127
C  -0.61438  6.47413  -1.40051
C  0.58339  4.77029  0.00127
C  0.97147  3.48342  0.33871
C  1.88615  3.35910  1.52790
H  0.49043  -0.42177  5.44852
H  1.83374  -0.49802  4.32156
H  0.92118  -1.96194  4.72953
H  -1.07431  -1.11603  3.56092
H  0.47165  1.50103  3.37917
H  -1.05983  1.19883  4.18011
H  -0.98075  1.20373  2.41642
H  1.53142  -3.08348  2.80088
H  0.66862  -3.39646  -0.11211
H  1.38548  -4.71531  0.85348
H  2.31043  -3.26990  0.45948
H  -1.30994  -3.56825  1.76333
H  -0.84228  -3.36806  3.45097
H  -0.30730  -4.78430  2.56981
H  3.30148  -1.64766  2.43913
H  5.64427  -1.48809  2.50985
H  6.26352  0.14509  2.26132
H  6.36976  -1.03530  0.96586
H  5.20192  1.25172  -0.04354
H  3.01258  2.01951  -0.85461
H  -0.01086  1.14897  -2.96850
H  -1.54951  1.99228  -3.21556
H  -1.36280  0.77616  -1.93778
H  -1.36565  4.19968  -2.68551
H  -1.49351  6.52888  -2.03896
H  0.21386  6.94701  -1.93257
H  -0.79562  7.05965  -0.50011
H  0.96099  5.58753  0.60235
H  1.64496  4.13669  2.25035
H  2.92444  3.50621  1.22725
H  1.83425  2.39777  2.02814
N  1.71574  -1.58394  -4.95030
C  0.26850  -1.77892  -4.57422
P  0.24911  -2.52620  -2.86866
O  1.67904  -2.82202  -2.59467
O  -0.61891  -1.73131  -1.92599
C  -0.70441  -4.09283  -3.05716
N  -1.21503  -4.48028  -1.70043
H  1.93958  -1.98908  -5.86095
H  2.27600  -2.06922  -4.18896
H  1.97848  -0.59816  -4.98212
H  -0.17996  -2.44192  -5.31359
H  -0.25008  -0.82440  -4.61522
H  -0.08759  -4.90745  -3.43290
H  -1.57567  -3.95841  -3.69774
H  -1.62803  -3.64818  -1.25024
H  -0.45230  -4.80387  -1.09344
H  -1.91604  -5.22590  -1.75451
C  -5.37200  0.13714  -1.22406
P  -4.16062  0.38621  0.05798
C  -4.90802  -0.00923  1.62710
C  -3.69969  2.11032  0.08141
O  -2.93397  -0.51397  -0.20108
H  -6.22501  0.79477  -1.05755
H  -5.72294  -0.89439  -1.21068
H  -4.93783  0.35992  -2.19815
H  -5.82724  0.56087  1.75956
H  -4.22481  0.23044  2.44178
H  -5.14639  -1.07238  1.66384
H  -4.55818  2.71859  0.36646
H  -3.35813  2.42228  -0.90522
H  -2.89691  2.27616  0.80193

---

Here is a cluster of 4 separate species, C34H59BrNO10 in total at a distorted geometry from OMol25. Energies are from ωB97M-V with the def2-TZVPD basis set.

## Properties
Max |F|, eV Å⁻¹: 5.17
Total charge: +1
E, eV: -128210.716

Geometry (Å):
C  4.30236  -2.17168  0.39612
C  4.45986  -2.07310  -1.19436
C  5.18467  -0.70256  -1.49431
C  5.13742  -0.24696  -2.99873
C  3.69202  -0.01020  -3.57985
C  2.72948  0.83791  -2.65001
N  1.35399  0.22845  -2.77173
C  1.03762  -0.77103  -1.85780
C  -0.24048  -1.48645  -1.87250
C  -0.46653  -2.61911  -0.81035
O  -1.77351  -2.58116  -0.28442
C  -1.89887  -1.64062  0.80703
C  -2.41162  -0.20674  0.39181
C  -3.97406  0.02120  0.67778
C  -1.21009  -1.09831  -2.92196
C  -2.60964  -1.81618  -3.08579
O  -3.49207  -1.56990  -2.32153
O  -2.67914  -2.69541  -4.15407
C  -3.32268  -3.94156  -3.81565
Br  -4.06684  -4.62633  -5.54252
C  -2.29632  -5.03036  -3.31075
C  -2.47045  -5.33840  -1.75453
C  -0.84400  -0.02020  -3.83130
C  0.47587  0.64625  -3.73535
C  0.75257  1.77709  -4.74942
C  0.23827  3.21473  -4.07700
C  -0.20406  3.08764  -2.50186
O  -1.17704  3.26837  -3.74464
H  5.28861  -2.49625  0.83821
H  3.50766  -2.90247  0.70143
H  4.11152  -1.14612  0.83237
H  3.47596  -2.19093  -1.72611
H  5.10429  -2.93415  -1.50734
H  6.26522  -0.83601  -1.19172
H  4.77845  0.08071  -0.79444
H  5.58891  -1.09327  -3.60087
H  5.84006  0.62309  -3.16140
H  3.82292  0.58805  -4.53273
H  3.16022  -0.94872  -3.89575
H  2.97187  0.79452  -1.55983
H  2.63776  1.91618  -2.92904
H  1.76631  -1.05995  -1.06932
H  0.33461  -2.48269  -0.01878
H  -0.21530  -3.60325  -1.30633
H  -2.62866  -2.10353  1.53109
H  -0.92496  -1.49322  1.36663
H  -1.84412  0.55189  1.00625
H  -2.25105  0.05488  -0.68595
H  -4.11014  1.11643  0.88209
H  -4.34015  -0.61491  1.52381
H  -4.56122  -0.19905  -0.25593
H  -4.20380  -3.83951  -3.13789
H  -2.52816  -5.97805  -3.87149
H  -1.24405  -4.73369  -3.55410
H  -2.91162  -6.37258  -1.66653
H  -1.49045  -5.38830  -1.20733
H  -3.13195  -4.58099  -1.25605
H  -1.54728  0.29928  -4.63326
H  0.14648  1.68111  -5.68142
H  1.85037  1.91093  -4.93420
H  0.77962  4.18080  -4.39332
H  -0.67831  3.99487  -2.03217
H  -0.84408  2.23644  -2.16190
O  -2.38758  1.12318  3.94989
C  -3.06345  2.04373  4.34352
O  -4.22686  1.79815  4.96080
C  -5.01631  2.80238  5.62073
C  -5.91646  3.52131  4.63789
C  -2.66149  3.46954  4.07096
H  -4.38374  3.48772  6.19012
H  -5.63288  2.27296  6.34870
H  -5.34034  4.05133  3.87639
H  -6.55188  4.24208  5.15385
H  -6.55081  2.80512  4.11163
H  -2.97521  3.74202  3.06360
H  -1.57608  3.54075  4.14237
H  -3.06288  4.18542  4.78460
O  -6.99826  1.05198  7.26404
C  -6.52264  0.18606  7.95719
O  -6.00685  -0.91403  7.38552
C  -5.26340  -1.91428  8.09430
C  -6.18657  -2.92583  8.74239
C  -6.57888  0.27886  9.45862
H  -4.57346  -1.45844  8.80728
H  -4.64711  -2.41674  7.34764
H  -6.83615  -2.45977  9.48496
H  -5.61235  -3.71367  9.23186
H  -6.83902  -3.37863  7.99304
H  -7.55600  -0.06113  9.80030
H  -6.44002  1.32136  9.74444
H  -5.79815  -0.28418  9.96554
O  7.93161  3.44702  -2.04432
C  8.43760  3.28794  -3.12485
O  8.18611  2.15849  -3.81726
C  8.58517  1.94013  -5.17788
C  10.01025  1.43234  -5.25562
C  9.41705  4.28831  -3.67771
H  8.42525  2.83541  -5.78212
H  7.91074  1.17758  -5.57147
H  10.71811  2.15853  -4.85350
H  10.28672  1.21600  -6.28838
H  10.12165  0.52218  -4.66273
H  10.40110  4.09696  -3.25097
H  9.08783  5.28655  -3.39060
H  9.48346  4.28833  -4.76376

---

Which value of E does entry 3 give? -14741.356 eV

---

What is the total charge in the second record? +1

---

Look up the total charge of the first one. 0

---

Look up the total charge of the fifth one. +3